[1]
DFT (ωB97M-V/def2-TZVPD) results for a structure of composition C34H37ClN6O6PbSSe.

Properties
- HOMO-LUMO gap (eV) = 7.33
- spin multiplicity = 1
- highest occupied orbital energy (eV) = -8.473

Positions of all 87 atoms, in Å:
Pb: 0.0949 0.5351 -0.6883
Se: -0.4846 -3.4168 2.1240
Cl: 1.9257 -2.8543 -7.4597
S: 1.8321 2.0195 2.1647
O: -1.4792 -0.1193 -3.5409
O: 0.3811 1.7585 -2.6388
O: 1.0048 2.2467 0.9149
O: 1.9973 -0.8199 0.4396
O: 2.2644 -3.0526 0.6204
O: -0.4532 3.2272 -4.1296
N: -1.6257 -4.4128 1.2605
N: -2.1602 1.9287 -0.1756
N: 1.8981 -0.9361 -2.1607
N: 1.9621 -2.1228 -1.4111
N: -2.1650 -1.3111 -0.5319
N: -0.8030 -1.9390 1.2532
C: 1.0751 1.2634 6.5817
C: -3.1012 -1.6985 -1.3580
C: -0.4822 2.1863 -3.4906
C: -0.6812 -0.7002 -4.4833
C: -1.7198 1.2803 -3.6848
C: 3.4198 1.4465 1.5054
C: -0.5467 -2.0933 -4.4010
C: 4.2548 0.7417 2.5332
C: -1.7402 -2.2439 0.3661
C: -0.0174 0.0189 -5.4673
C: -3.1369 2.5012 -0.3678
C: -5.2918 2.3242 -1.5011
C: 0.8727 1.3262 5.2119
C: 5.2812 -1.2907 3.3243
C: 2.4108 -0.7102 6.2889
C: 5.5017 0.7363 4.5992
C: -3.9848 4.4858 -1.4939
C: -3.6731 -2.9994 -1.3884
C: -3.2184 -3.9690 -0.5473
C: 2.2090 -0.6428 4.9162
C: -4.3763 3.2413 -0.6766
C: -5.0579 3.6428 0.6368
C: 0.2607 -2.7352 -5.3279
C: -2.1989 -3.6112 0.3677
C: 1.2193 0.4573 2.8738
C: 4.7582 1.4151 3.6457
C: 2.0916 -2.0056 -0.0155
C: 5.7667 -0.6193 4.4384
C: 1.4417 0.3762 4.3635
C: 4.5182 -0.6163 2.3799
C: -1.2733 -2.8687 -3.3348
C: 1.8492 0.2441 7.1239
C: 0.7859 -0.6442 -6.3882
C: 0.9189 -2.0150 -6.3145
H: -5.3255 2.7650 1.2266
H: -3.3724 5.1630 -0.8977
H: 2.8179 -0.5479 -2.3483
H: 3.8860 2.3595 1.1305
H: -4.8142 2.0281 -2.4371
H: -5.5529 1.4253 -0.9397
H: -3.6044 -4.9812 -0.5722
H: 2.4019 -2.9253 -1.8257
H: -3.4201 4.2128 -2.3870
H: 0.2698 2.1248 4.7894
H: 1.3103 -0.0847 -7.1517
H: -4.4085 4.2817 1.2364
H: 3.0177 -1.5068 6.7034
H: -6.2093 2.8640 -1.7391
H: -0.0930 1.0986 -5.5188
H: 2.0119 0.1955 8.1938
H: 5.4899 -2.3455 3.1906
H: 6.3543 -1.1476 5.1797
H: 2.6569 -1.3840 4.2659
H: -2.1752 1.5041 -4.6483
H: 0.3794 -3.8117 -5.2806
H: 5.8812 1.2665 5.4640
H: 1.4362 -1.1102 -3.0416
H: -5.9691 4.1954 0.4029
H: -0.9368 -3.9047 -3.3149
H: 0.6284 2.0090 7.2279
H: -2.3512 -2.8598 -3.5193
H: 1.6663 -0.3671 2.3121
H: -3.4076 -0.9605 -2.0970
H: -4.4484 -3.2190 -2.1109
H: 4.1209 -1.1436 1.5156
H: -2.4294 1.5120 -2.8882
H: 0.1555 0.4994 2.6276
H: -1.1153 -2.4338 -2.3466
H: -4.8917 5.0105 -1.7991
H: 4.5594 2.4760 3.7658
H: 3.1559 0.7869 0.6752



[2]
DFT (ωB97M-V/def2-TZVPD) results for a structure of composition H3N5S4 at a distorted geometry.

Properties
- HOMO-LUMO gap (eV) = 8.17
- spin multiplicity = 1
- highest occupied orbital energy (eV) = -8.018

Positions of all 12 atoms, in Å:
S: -0.7462 -1.9902 -0.0597
S: 2.1375 -1.4871 0.6279
S: 0.9504 -0.4543 -1.6416
S: 2.5986 1.1114 -0.1828
N: 1.8033 -1.5126 -1.0241
N: 2.8118 -0.1893 0.9203
N: -0.9835 -0.8868 -1.3006
N: 0.2993 -1.3148 1.0258
N: 0.9203 0.8044 -0.5257
H: 0.4882 1.7124 -0.7382
H: 0.1815 -1.8707 1.9428
H: -1.6536 -0.1156 -1.1461



[3]
DFT (ωB97M-V/def2-TZVPD) results for a structure of composition C24H20CeClF3O3PS at a distorted geometry.

Properties
- HOMO-LUMO gap (eV) = 7.36
- spin multiplicity = 1
- highest occupied orbital energy (eV) = -12.187
- total charge = +1

Positions of all 54 atoms, in Å:
Ce: -0.8187 1.3534 0.9313
Cl: -2.8290 0.1088 1.2401
S: 0.2663 1.5661 4.0910
P: 0.0061 -0.4643 -0.4497
F: -2.4536 1.7049 3.7446
F: -1.5308 3.5482 4.5792
F: -1.7667 1.7452 5.8477
O: 1.1948 2.6812 4.0709
O: 0.4081 0.6662 2.6934
O: 0.6464 0.7107 5.1590
C: -0.4737 -4.7312 1.1268
C: -0.1445 3.5034 1.2261
C: 1.7834 -0.2570 -0.6605
C: 0.2849 3.0671 -0.1160
C: -0.3589 -2.3686 1.5808
C: 3.6822 0.9837 -1.4855
C: -0.4728 -3.6748 2.0309
C: -0.9390 2.7866 -0.9018
C: -2.7081 -0.4872 -3.4789
C: 0.0490 -0.7191 -3.2170
C: -0.3598 -4.4744 -0.2341
C: -2.1170 -0.3750 -2.2281
C: 4.0202 -0.9923 -0.1568
C: 2.6456 -1.1602 -0.0493
C: -1.5168 2.1938 4.6097
C: -0.5455 -0.8237 -4.4739
C: -2.0940 3.0552 -0.0273
C: -0.2462 -3.1625 -0.6878
C: -1.5984 3.5173 1.2649
C: -1.9234 -0.7057 -4.6064
C: -0.2407 -2.1105 0.2137
C: 2.3076 0.8214 -1.3728
C: -0.7331 -0.4853 -2.0927
C: 4.5425 0.0760 -0.8760
H: -0.9838 2.4420 -1.8835
H: -3.0888 2.8666 -0.2711
H: -0.3595 -1.5470 2.2908
H: -2.3845 -0.7886 -5.5839
H: -0.3656 -5.2890 -0.9478
H: -0.5655 -5.7512 1.4809
H: 5.6151 0.2033 -0.9600
H: 4.0805 1.8177 -2.0507
H: -3.7839 -0.4048 -3.5723
H: 1.2676 2.9573 -0.4384
H: 0.0735 -1.0010 -5.3449
H: -0.1703 -2.9772 -1.7511
H: 0.4939 3.6888 2.0295
H: 4.6835 -1.6997 0.3249
H: -0.5675 -3.8672 3.0926
H: -2.1910 3.7444 2.1065
H: -2.7331 -0.2136 -1.3486
H: 1.6466 1.5333 -1.8556
H: 2.2446 -1.9914 0.5168
H: 1.1217 -0.8202 -3.1295



[4]
DFT (ωB97M-V/def2-TZVPD) results for a structure of composition C27H29N3O4PdS3.

Properties
- HOMO-LUMO gap (eV) = 5.39
- spin multiplicity = 1
- highest occupied orbital energy (eV) = -13.178
- total charge = +2

Positions of all 67 atoms, in Å:
Pd: -2.3115 1.6188 1.0909
S: 2.5748 2.5819 0.1146
S: 0.2628 -1.3489 1.2292
S: 0.6362 2.2518 2.3999
O: -4.2874 1.4844 0.2884
O: -0.8435 2.2410 2.6012
O: -3.7021 2.8638 -3.3647
O: -2.1560 1.9738 -1.4170
N: -0.1538 2.4744 0.0079
N: -6.4428 1.5486 0.9063
N: 0.0093 2.8195 -1.1684
C: 1.1261 -6.1575 0.1634
C: -4.6772 1.4504 2.6161
C: 3.5305 0.5592 1.8887
C: -5.1496 1.4927 1.1945
C: 4.4497 -0.3668 -0.2302
C: -2.6127 3.5028 -3.7874
C: -1.2912 2.6883 -1.9001
C: 0.9992 2.4491 0.8190
C: 2.9911 -1.7764 1.2291
C: 0.1218 -6.6379 0.9877
C: -0.3769 4.8811 -4.7821
C: -0.8744 -5.7792 1.4390
C: 3.3137 -0.4429 0.6974
C: 0.1637 -2.5085 -0.1747
C: 0.1435 -3.9528 0.2439
C: 5.2443 -1.4332 -0.4902
C: -2.7261 4.2835 -4.9402
C: 3.6337 2.0273 1.4755
C: -0.8638 -4.4450 1.0699
C: -3.2935 0.8234 2.5838
C: -1.6279 4.9509 -5.4221
C: -1.3682 3.4330 -3.1131
C: -0.2524 4.1400 -3.6428
C: 4.9254 -2.6624 0.1292
C: 1.1341 -4.8169 -0.2057
C: 3.8103 -2.8436 0.9471
C: 1.7602 -1.9601 2.0513
H: 6.0918 -1.3622 -1.1558
H: -7.1423 1.5616 1.6282
H: -3.4833 2.3246 -2.5814
H: -6.7353 1.6148 -0.0567
H: 0.4703 5.4109 -5.1918
H: 3.4685 2.6715 2.3405
H: -1.7284 5.5431 -6.3224
H: 4.6326 2.2542 1.1014
H: 4.6508 0.5886 -0.6991
H: 1.8935 -6.8253 -0.2044
H: -5.3649 0.9042 3.2682
H: 1.9026 -4.4496 -0.8775
H: 0.1069 -7.6808 1.2725
H: -2.7393 0.9315 3.5135
H: -4.6386 2.4793 2.9842
H: 0.6960 4.0737 -3.1322
H: 3.5867 -3.8221 1.3502
H: 2.4073 -0.0816 0.1790
H: 1.6383 -3.0060 2.3321
H: 4.4506 0.2829 2.4064
H: -3.6857 4.3344 -5.4347
H: -1.6385 -3.7791 1.4305
H: -3.3381 -0.2262 2.2731
H: 5.5701 -3.5146 -0.0551
H: -0.7564 -2.2073 -0.6785
H: 1.8256 -1.3723 2.9704
H: -1.6637 -6.1548 2.0756
H: 0.9885 -2.3257 -0.8662
H: 2.7148 0.4252 2.5944